{"formula": "C7H17FeO3", "method": "ωB97M-V/def2-TZVPD", "symbols": ["C", "C", "O", "C", "C", "O", "C", "H", "H", "H", "H", "H", "H", "H", "H", "H", "H", "H", "C", "O", "C", "H", "H", "H", "H", "H", "H", "Fe"], "positions_angstrom": [[-2.27, -1.31, -0.03], [-1.05, -1.77, 0.75], [0.35, -1.24, -0.20], [1.66, -1.72, 0.03], [2.66, -0.72, -0.51], [2.26, 0.57, -0.04], [3.17, 1.63, -0.31], [-2.11, -1.49, -1.11], [-3.12, -1.94, 0.27], [-1.05, -2.87, 0.69], [-0.49, -1.77, 1.69], [1.79, -2.69, -0.47], [1.84, -1.86, 1.11], [2.66, -0.72, -1.61], [3.67, -0.94, -0.15], [2.79, 2.53, 0.17], [4.15, 1.37, 0.10], [3.26, 1.79, -1.40], [-2.13, 2.41, -0.31], [-1.69, 1.05, -0.29], [-2.71, 0.13, 0.12], [-1.29, 3.06, -0.58], [-2.94, 2.51, -1.06], [-2.51, 2.71, 0.67], [-3.60, 0.33, -0.49], [-2.96, 0.34, 1.18], [-0.59, -0.10, 1.67], [0.24, 0.71, 0.13]], "lowdin_charge": [-0.1396, -0.0638, -0.3111, -0.2044, -0.1542, -0.3145, -0.0458, 0.1442, 0.1439, 0.1136, 0.0850, 0.1427, 0.1396, 0.1456, 0.1476, 0.1037, 0.1091, 0.1084, -0.0568, -0.3489, -0.2116, 0.0969, 0.1076, 0.1101, 0.1396, 0.1349, 0.0463, 0.8320], "mol_weight_g_mol": 205.055, "e_lumo_ev": [-2.92, -3.37], "total_charge": 1, "multiplicity": 5, "gap_ev": [8.0, 8.1], "total_energy_ha": -1765.909500}

***

{"formula": "C7H17HgNO3P", "method": "ωB97M-V/def2-TZVPD", "symbols": ["C", "C", "O", "N", "P", "C", "C", "C", "O", "C", "C", "O", "H", "H", "H", "H", "H", "H", "H", "H", "H", "H", "H", "H", "H", "H", "H", "H", "H", "Hg"], "positions_angstrom": [[-0.74, -1.13, -2.72], [0.51, -0.67, -2.04], [1.61, -1.01, -2.38], [0.32, 0.19, -0.89], [1.83, 0.24, 0.14], [0.86, -0.22, 1.71], [-0.28, -1.24, 1.68], [-1.61, -0.56, 1.89], [-0.10, -2.12, 2.79], [-0.07, 1.52, -1.35], [-1.52, 1.85, -1.23], [0.76, 2.31, -1.74], [-0.46, -1.78, -3.52], [-1.23, -0.26, -3.15], [-1.41, -1.59, -2.01], [2.14, -1.12, -0.13], [2.65, 0.84, -0.90], [1.48, 1.81, 0.51], [2.98, 0.40, 1.04], [0.49, 0.76, 2.15], [1.60, -0.62, 2.39], [-0.27, -1.82, 0.77], [-1.92, 0.03, 1.04], [-2.37, -1.29, 2.13], [-1.54, 0.09, 2.76], [0.37, -2.89, 2.49], [-1.72, 2.12, -0.20], [-1.73, 2.70, -1.85], [-2.15, 1.02, -1.49], [1.54, 2.42, 2.10]], "lowdin_charge": [0.0264, -0.5122, 0.0814, -0.1496, 0.6191, -0.3202, -0.4606, -0.0281, -0.0148, -0.5212, 0.0137, 0.0842, 0.0954, 0.0883, 0.0910, 0.0806, 0.0966, -0.1349, -0.0359, -0.0558, 0.0850, 0.1348, 0.0639, 0.0931, 0.0865, 0.1009, 0.0867, 0.0955, 0.0786, 1.1318], "e_above_lowest_ev": 0.000, "mol_weight_g_mol": 394.781, "e_lumo_ev": -7.50, "total_charge": 1, "gap_ev": 5.6, "total_energy_ha": -1051.682982}

***

{"formula": "C7H17IN2", "method": "ωB97M-V/def2-TZVPD", "symbols": ["C", "C", "C", "C", "C", "C", "C", "N", "N", "I", "H", "H", "H", "H", "H", "H", "H", "H", "H", "H", "H", "H", "H", "H", "H", "H", "H"], "positions_angstrom": [[-0.57, 2.82, 0.80], [-2.24, -1.20, 0.04], [-0.01, 0.15, 1.88], [3.22, -2.32, -1.75], [0.20, 1.81, 0.00], [-1.71, 0.20, -0.20], [-0.22, 0.40, 0.38], [0.80, -0.53, -0.33], [2.02, -2.66, -1.92], [1.09, -2.08, -3.60], [-0.16, 3.03, 1.84], [-1.62, 2.48, 1.00], [-0.66, 3.67, 0.28], [-2.83, -1.62, -0.83], [-1.52, -2.00, 0.06], [-2.74, -1.29, 0.94], [-0.77, 0.80, 2.47], [-0.16, -0.86, 2.19], [1.03, 0.27, 2.19], [3.65, -2.39, -0.84], [1.62, -0.43, 0.24], [3.98, -2.01, -2.52], [1.29, 2.01, -0.09], [-0.15, 1.91, -1.12], [-1.80, 0.34, -1.25], [-2.25, 0.99, 0.30], [0.52, -1.48, -0.14]], "lowdin_charge": [-0.1208, -0.1007, -0.0575, -0.2586, -0.2344, -0.1617, -0.5296, 0.0483, -0.5589, 0.7194, 0.1026, 0.0750, 0.0187, 0.1006, 0.0525, 0.0389, 0.1119, 0.0645, 0.0784, 0.0238, 0.0413, 0.0725, 0.1188, 0.1462, 0.0939, 0.0823, 0.0327], "e_above_lowest_ev": 0.000, "mol_weight_g_mol": 256.131, "e_lumo_ev": 0.24, "total_charge": 0, "gap_ev": 9.2, "total_energy_ha": -684.005915}

***

{"formula": "C7H17IP", "method": "ωB97M-V/def2-TZVPD", "symbols": ["C", "C", "C", "C", "C", "C", "C", "P", "I", "H", "H", "H", "H", "H", "H", "H", "H", "H", "H", "H", "H", "H", "H", "H", "H", "H"], "positions_angstrom": [[3.74, 0.20, -0.04], [1.73, 1.70, 0.38], [-3.39, 1.46, -0.16], [-4.18, -0.96, 0.44], [2.10, -2.33, -0.51], [2.28, 0.45, -0.37], [-3.57, 0.31, 0.59], [1.39, -1.06, 0.53], [-0.65, -0.69, -0.75], [4.38, 1.05, -0.38], [4.12, -0.66, -0.51], [3.98, -0.05, 0.92], [2.11, 1.76, 1.43], [0.67, 1.81, 0.29], [2.25, 2.63, -0.11], [-2.42, 2.01, -0.03], [-4.06, 2.29, 0.13], [-3.54, 1.07, -1.20], [-4.69, -1.24, -0.57], [-4.91, -1.01, 1.32], [-3.47, -1.72, 0.66], [1.41, -2.75, -1.35], [2.40, -3.13, 0.16], [3.06, -2.01, -0.98], [2.26, 0.49, -1.47], [-2.99, 0.38, 1.59]], "lowdin_charge": [-0.1640, -0.1817, -0.1045, -0.0715, -0.4386, -0.6379, -0.1606, 0.5836, 0.6102, 0.1087, 0.0314, 0.0472, 0.0858, -0.0114, 0.1131, 0.1198, 0.1594, 0.1276, 0.1547, 0.1608, 0.0765, 0.0547, 0.0286, 0.0344, 0.1052, 0.1685], "e_above_lowest_ev": 2.405, "mol_weight_g_mol": 259.091, "e_lumo_ev": -6.10, "total_charge": 1, "gap_ev": 6.0, "total_energy_ha": -915.594451}

***

{"formula": "C7H17N", "method": "ωB97M-V/def2-TZVPD", "symbols": ["C", "C", "C", "C", "N", "C", "C", "C", "H", "H", "H", "H", "H", "H", "H", "H", "H", "H", "H", "H", "H", "H", "H", "H", "H"], "positions_angstrom": [[-0.86, 0.43, 0.81], [-1.22, 1.65, 1.66], [-2.56, 2.31, 1.31], [0.22, 0.67, -0.22], [0.63, -0.54, -0.93], [1.27, -1.60, -0.09], [1.16, -2.91, -0.78], [1.55, -0.17, -2.03], [-0.68, -0.44, 1.45], [-1.76, -0.01, 0.35], [-1.28, 1.42, 2.72], [-0.41, 2.38, 1.54], [-3.32, 1.52, 1.27], [-2.86, 3.02, 2.08], [-2.59, 2.77, 0.32], [-0.16, 1.27, -1.01], [1.07, 1.24, 0.20], [2.26, -1.25, 0.24], [0.74, -1.55, 0.85], [1.86, -3.10, -1.60], [1.35, -3.78, -0.14], [0.16, -3.11, -1.17], [1.08, -0.22, -3.00], [1.94, 0.82, -1.84], [2.40, -0.83, -1.99]], "lowdin_charge": [-0.2095, -0.2555, -0.1178, -0.2342, -0.2157, -0.2693, -0.1007, -0.0831, 0.0950, 0.1186, 0.0987, 0.0963, 0.0687, 0.0638, 0.0707, 0.1072, 0.1237, 0.1201, 0.0874, 0.0695, 0.0726, 0.0756, 0.0802, 0.0714, 0.0663], "e_above_lowest_ev": 1.291, "mol_weight_g_mol": 115.220, "e_lumo_ev": 1.17, "total_charge": 0, "gap_ev": 9.6, "total_energy_ha": -331.623471, "smiles": "CCCCN(C)CC"}

***

{"formula": "C7H17N", "method": "ωB97M-V/def2-TZVPD", "symbols": ["C", "C", "C", "N", "C", "C", "C", "C", "H", "H", "H", "H", "H", "H", "H", "H", "H", "H", "H", "H", "H", "H", "H", "H", "H"], "positions_angstrom": [[0.60, 0.33, 2.60], [-0.47, 1.03, 1.74], [-0.05, 2.43, 1.34], [-0.90, 0.28, 0.55], [0.14, 0.05, -0.47], [-0.39, -0.84, -1.60], [0.41, -0.62, -2.87], [-0.35, -2.32, -1.19], [1.46, 0.03, 2.01], [0.16, -0.53, 3.11], [0.86, 1.03, 3.40], [-1.36, 1.10, 2.35], [-0.25, 3.16, 2.14], [1.02, 2.49, 1.10], [-0.59, 2.73, 0.45], [-1.24, -0.63, 0.83], [0.42, 1.02, -0.87], [1.02, -0.45, -0.04], [-1.43, -0.58, -1.80], [1.45, -0.88, -2.69], [0.06, -1.23, -3.71], [0.39, 0.42, -3.23], [-1.01, -2.48, -0.33], [-0.61, -2.99, -2.00], [0.66, -2.55, -0.83]], "lowdin_charge": [-0.0677, -0.4606, -0.0814, -0.0390, -0.2184, -0.4268, -0.0899, -0.0783, 0.0652, 0.0726, 0.0746, 0.1244, 0.0760, 0.0778, 0.0766, 0.0933, 0.1104, 0.1090, 0.1315, 0.0782, 0.0747, 0.0767, 0.0677, 0.0759, 0.0775], "e_above_lowest_ev": 0.390, "mol_weight_g_mol": 115.220, "e_lumo_ev": 1.11, "total_charge": 0, "gap_ev": 9.8, "total_energy_ha": -331.656560, "smiles": "CC(C)CNC(C)C"}